Record 1
Density functional theory data (ωB97M-V/def2-TZVPD) for C4H8O2Se in the gas phase at a distorted geometry.

Each line ends with the Mulliken charge.
Atoms and positions in Å:
C (0.73883, -1.36507, 0.17278)  -0.344
C (-0.49227, -1.20540, -0.64088)  -0.718
C (1.17519, -0.01563, 0.61193)  -0.213
C (-1.27770, 1.23066, 0.60483)  -0.394
O (1.60397, 0.82402, -0.29031)  -0.482
O (-0.78080, 2.09308, -0.32669)  -0.498
Se (-2.11740, -0.31568, 0.02347)  0.061
H (0.65095, -1.96276, 1.04846)  0.297
H (1.49598, -1.91859, -0.38038)  0.300
H (-0.14239, -0.65079, -1.52814)  0.278
H (-0.90049, -2.23716, -0.98146)  0.325
H (1.35153, 0.10975, 1.74961)  0.267
H (-1.64840, 1.73366, 1.47884)  0.371
H (1.30964, 1.77752, -0.31354)  0.386
H (-0.96663, 1.90240, -1.22852)  0.365

orbital gap (spin up / spin down)	7.4204 / 8.0075	eV
net charge	0
molecular weight	167.1	g/mol
strongest force on any atom	3.85	eV/Å
E_HOMO (spin up / spin down)	-7.0 / -7.3	eV
electronic energy	-2708.96797	hartree



Record 2
Density functional theory data (ωB97M-V/def2-TZVPD) for C31H31F5LuN2O7S as an isolated structure at a distorted geometry.

Each line ends with the Mulliken charge.
Atoms and positions in Å:
Lu (-0.61939, 0.45665, -0.43661)  1.402
C (-2.04088, -1.32435, 2.42893)  -0.946
O (-1.47672, -1.42602, 1.13095)  0.364
C (-0.53787, -2.48299, 0.95589)  -0.835
C (0.79654, -2.07997, 1.50582)  -0.657
O (1.21235, -0.88646, 0.84257)  -0.086
C (2.21221, -0.20843, 1.61206)  -0.501
C (2.82067, 0.88599, 0.79032)  -1.013
O (1.82920, 1.82953, 0.45161)  0.221
C (1.76677, 2.94958, 1.31110)  -0.920
H (-2.37437, -2.30918, 2.76544)  0.461
H (-2.89741, -0.65716, 2.35769)  0.085
H (-1.32321, -0.90550, 3.13748)  0.210
H (-0.47065, -2.63560, -0.11777)  -0.012
H (-0.88916, -3.40887, 1.41846)  0.585
H (1.52724, -2.87506, 1.33114)  0.424
H (0.74202, -1.88965, 2.58258)  0.419
H (2.98428, -0.92920, 1.89996)  0.560
H (1.73318, 0.19212, 2.50952)  0.225
H (3.21752, 0.47913, -0.13940)  0.317
H (3.63552, 1.35160, 1.35335)  0.506
H (2.67554, 3.55193, 1.21761)  0.296
H (1.63055, 2.64260, 2.35181)  0.364
H (0.89887, 3.53844, 1.01844)  0.116
O (-0.43722, 2.52774, -1.15267)  -0.488
N (0.58600, 3.05472, -1.82853)  0.281
C (0.61580, 4.40706, -1.88919)  -0.293
C (1.60644, 5.06762, -2.55048)  -0.841
C (2.59940, 4.30324, -3.17807)  -0.171
C (2.54513, 2.93819, -3.11205)  -0.895
C (1.51734, 2.25723, -2.41908)  0.685
S (1.37286, 0.56025, -2.33935)  -0.569
H (-0.20246, 4.88464, -1.37224)  0.509
H (1.59874, 6.14770, -2.57928)  0.426
H (3.40365, 4.78835, -3.71580)  0.392
H (3.28688, 2.32040, -3.59788)  0.447
F (-4.72821, 4.07297, 3.69166)  -0.333
C (-3.68745, 3.37240, 3.22146)  0.290
C (-3.76307, 2.73373, 1.99775)  -0.331
F (-4.86645, 2.81698, 1.25112)  -0.248
C (-2.66486, 2.02764, 1.56429)  0.030
F (-2.69160, 1.40796, 0.34640)  1.071
C (-1.47000, 1.88021, 2.26057)  -0.337
O (-0.50209, 1.16749, 1.75488)  0.136
C (-1.43085, 2.55990, 3.48094)  -0.274
F (-0.32145, 2.49435, 4.23937)  -0.369
C (-2.51497, 3.27882, 3.95162)  0.213
F (-2.43275, 3.89343, 5.13687)  -0.314
C (-4.18419, -2.11860, -1.11658)  -1.109
O (-4.14755, -0.70142, -1.01760)  0.496
C (-5.26348, 0.01557, -1.32503)  0.710
C (-6.55980, -0.38586, -1.02176)  -0.686
C (-7.64524, 0.43828, -1.29561)  -0.768
C (-7.43165, 1.67297, -1.89409)  -0.749
C (-6.14130, 2.04574, -2.23834)  -0.725
C (-5.04842, 1.23227, -1.96141)  -0.032
N (-3.76393, 1.65027, -2.32546)  0.289
C (-2.66766, 0.85560, -2.54059)  -3.450
C (-2.77423, -0.49827, -3.06274)  1.644
C (-3.76968, -0.89037, -3.95896)  -0.294
C (-3.81273, -2.18168, -4.46878)  -1.033
C (-2.82734, -3.09018, -4.09544)  -0.600
C (-1.83993, -2.72132, -3.19016)  -0.256
C (-1.83440, -1.44788, -2.62900)  -1.014
O (-0.99525, -1.13094, -1.64060)  0.101
H (-3.14460, -2.44440, -1.10198)  0.082
H (-4.64718, -2.42794, -2.05600)  0.557
H (-4.71670, -2.56616, -0.27446)  0.404
H (-6.71979, -1.34185, -0.54181)  0.413
H (-8.64566, 0.11180, -1.04134)  0.429
H (-8.26075, 2.33259, -2.11519)  0.411
H (-5.96463, 2.98371, -2.75485)  0.428
H (-3.63237, 2.64702, -2.37822)  0.392
H (-1.73040, 1.39142, -2.61757)  2.040
H (-4.50741, -0.15988, -4.27393)  0.437
H (-4.58747, -2.46686, -5.16935)  0.396
H (-2.83052, -4.09254, -4.50618)  0.409
H (-1.08237, -3.42770, -2.87053)  0.476

orbital gap (spin up / spin down)	6.3780 / 7.8627	eV
net charge	0
molecular weight	845.6	g/mol
strongest force on any atom	1.79	eV/Å
2S+1	2
E_HOMO (spin up / spin down)	-5.9 / -7.5	eV
electronic energy	-3969.14049	hartree



Record 3
Density functional theory data (ωB97M-V/def2-TZVPD) for C6H9N as an isolated structure at a distorted geometry.

Each line ends with the Mulliken charge.
Atoms and positions in Å:
C (1.92198, 0.40454, 0.07549)  -0.833
N (0.91511, -0.54062, -0.37379)  -0.172
C (-0.01483, -1.07027, 0.56114)  -0.652
C (-1.15425, -0.08396, 0.81078)  -0.165
C (-1.04497, 1.06858, -0.20451)  -0.674
C (-0.42425, -0.00430, -1.12032)  -0.437
C (-1.20167, -1.08299, -0.33270)  -0.405
H (1.50054, 1.27085, 0.60238)  0.322
H (2.52418, 0.76149, -0.77348)  0.246
H (2.61523, -0.10506, 0.75757)  0.313
H (0.25776, -1.83288, 1.27089)  0.465
H (-1.68315, -0.11247, 1.75528)  0.411
H (-0.47738, 1.98062, 0.00038)  0.234
H (-2.07459, 1.34875, -0.47570)  0.292
H (0.26440, -0.16885, -1.92590)  0.630
H (-1.91989, -1.84942, -0.58836)  0.424

orbital gap	9.5806	eV
net charge	0
molecular weight	95.1	g/mol
strongest force on any atom	3.25	eV/Å
E_HOMO	-8.4	eV
electronic energy	-288.60917	hartree



Q: Look up the strongest force on any atom of the second one.
A: 1.79 eV/Å